ORCA calculation (ωB97M-V/def2-TZVPD) on a 16-piece molecular cluster, C40H122N10O16 overall.

Results
HOMO = -8.9 eV
Energy relative to the best compared isomer or geometry (same formula, charge and spin) = 175.0 kcal per mole
HOMO-LUMO gap = 9.167 eV

XYZ file:
```
188
C40H122N10O16 ωB97M-V/def2-TZVPD
O -1.9983 4.8706 5.3344
H -1.0621 5.0560 5.4076
H -2.3809 5.6887 5.0174
O -8.3645 -0.0682 3.6912
H -8.9426 -0.2268 4.4374
H -8.2855 -0.9208 3.2632
O -1.5491 7.0724 0.7407
H -2.2499 6.6656 0.2312
H -1.9786 7.3748 1.5409
O -5.4132 5.3892 -0.5959
H -5.2148 4.6385 -0.0363
H -6.3693 5.4328 -0.6089
O 2.9539 6.2355 0.7651
H 3.4229 6.4458 -0.0424
H 2.0497 6.4982 0.5928
O -9.8880 3.6152 1.5204
H -9.4277 4.3920 1.8380
H -9.5509 2.8994 2.0593
C 8.2169 3.4572 0.6028
C 8.2547 2.5851 -0.5907
C 9.2957 3.0690 -1.6321
O 9.0227 4.4444 -2.0624
C 9.9690 4.9234 -3.0743
N 8.5531 1.2416 -0.1000
H 7.5068 4.2469 0.3575
H 9.1532 3.8927 0.9518
H 7.7931 2.9612 1.4760
H 7.3157 2.5517 -1.1432
H 9.2447 2.4272 -2.5117
H 10.3591 3.0430 -1.3944
H 9.6023 5.8714 -3.4679
H 10.0500 4.2088 -3.8934
H 10.9361 4.9697 -2.5736
H 8.4047 0.5219 -0.7928
H 8.0284 0.8958 0.6907
C -3.1478 -6.1791 -0.9295
C -1.9492 -6.5839 -1.7335
C -2.2352 -7.3911 -2.9597
O -2.9454 -8.5713 -2.6214
C -3.4676 -9.3480 -3.7676
N -1.1527 -5.4336 -2.1049
H -3.8376 -5.5852 -1.5292
H -2.8908 -5.6857 0.0079
H -3.6259 -7.1389 -0.7337
H -1.2681 -7.1918 -1.1380
H -1.2745 -7.6074 -3.4268
H -2.9405 -6.9203 -3.6445
H -4.0831 -8.7421 -4.4325
H -3.9835 -10.2544 -3.4510
H -2.6504 -9.6465 -4.4244
H -0.1522 -5.5696 -2.0784
H -1.2190 -4.7528 -1.3618
C 5.4124 -7.0217 -1.1679
C 5.6798 -5.5667 -1.5799
C 7.1767 -5.3603 -1.8768
O 7.4506 -4.0224 -2.3918
C 8.8393 -4.0109 -2.9262
N 4.9161 -5.2850 -2.8282
H 5.8369 -7.1516 -0.1724
H 5.7635 -7.8014 -1.8438
H 4.3627 -7.2951 -1.0604
H 5.4124 -4.8430 -0.8099
H 7.5342 -6.0380 -2.6521
H 7.7090 -5.5329 -0.9414
H 9.5078 -4.4486 -2.1848
H 9.1127 -2.9735 -3.1191
H 8.9647 -4.6481 -3.8016
H 5.2104 -4.4028 -3.2221
H 5.2694 -6.0391 -3.3997
C 2.9719 6.3719 -5.2444
C 4.2917 5.6266 -4.9573
C 5.1310 5.1788 -6.2279
O 5.4738 6.3801 -6.8907
C 6.1803 6.0840 -8.0896
N 5.0879 6.4342 -4.0500
H 3.1356 7.3528 -5.6906
H 2.5530 6.5756 -4.2589
H 2.2236 5.8847 -5.8695
H 4.0978 4.7714 -4.3099
H 4.5547 4.5884 -6.9403
H 5.9587 4.5579 -5.8851
H 6.2799 6.9849 -8.6950
H 5.6125 5.3789 -8.6966
H 7.1986 5.7262 -7.9372
H 5.3958 7.2403 -4.5748
H 5.9594 5.9932 -3.7928
C 3.9075 3.3581 6.2348
C 3.7633 4.8720 6.6995
C 5.1394 5.7264 6.7025
O 4.9913 6.9768 7.4554
C 6.2687 7.6851 7.4514
N 2.8969 5.4497 5.6819
H 4.4123 2.7592 6.9928
H 4.2805 3.2186 5.2202
H 2.9247 2.8893 6.1864
H 3.1430 4.9581 7.5917
H 5.3466 5.9912 5.6656
H 5.9662 5.1680 7.1414
H 6.1629 8.5550 8.0995
H 6.4510 8.0934 6.4573
H 7.0573 6.9629 7.6628
H 3.2681 5.3307 4.7502
H 2.9444 6.4481 5.8269
C -3.0204 0.7470 -0.6248
C -2.5034 0.6334 0.7815
C -0.9991 0.9798 0.8738
O -0.3209 -0.1493 0.3231
C 1.1254 0.0144 0.5298
N -3.3229 1.5444 1.6875
H -4.1101 0.7377 -0.6509
H -2.6716 -0.0821 -1.2404
H -2.7001 1.6587 -1.1291
H -2.7608 -0.3698 1.1215
H -0.7911 1.2096 1.9188
H -0.6665 1.8272 0.2743
H 1.4943 0.9644 0.1432
H 1.6600 -0.7341 -0.0550
H 1.4001 -0.1767 1.5672
H -4.1683 1.0522 1.9390
H -2.8872 1.9203 2.5175
C -7.2484 -2.8575 12.8943
C -6.2094 -3.4254 11.8764
C -5.1625 -2.4773 11.4371
O -5.6638 -1.5270 10.5397
C -5.3410 -1.8924 9.1871
N -5.5959 -4.5420 12.5539
H -6.7403 -2.8127 13.8576
H -8.1839 -3.4140 12.9497
H -7.4254 -1.7942 12.7321
H -6.7117 -3.7922 10.9812
H -4.2094 -2.9405 11.1819
H -4.8738 -1.9378 12.3391
H -4.2832 -1.9207 8.9258
H -5.9175 -1.3308 8.4520
H -5.6708 -2.9189 9.0272
H -5.1273 -4.1513 13.3588
H -6.3415 -5.1208 12.9133
C -3.7849 0.4438 -12.5023
C -3.1103 -0.3084 -11.3863
C -2.9646 0.5137 -10.1070
O -2.0529 -0.1471 -9.2179
C -1.6589 0.7216 -8.1066
N -3.8723 -1.5191 -11.1708
H -3.3126 1.3999 -12.7281
H -4.8679 0.5470 -12.4347
H -3.6611 -0.2308 -13.3495
H -2.1406 -0.6137 -11.7794
H -3.9196 0.4773 -9.5828
H -2.7414 1.5409 -10.3952
H -1.1296 0.0449 -7.4357
H -2.5457 1.1665 -7.6554
H -0.9589 1.5150 -8.3686
H -3.5175 -2.1974 -10.5120
H -4.0543 -2.0369 -12.0187
C -10.6874 1.6799 -6.5506
C -10.2303 1.2850 -5.0964
C -8.9653 0.3988 -5.0345
O -9.1825 -0.9499 -5.4181
C -7.8405 -1.6177 -5.4422
N -9.8982 2.6079 -4.4995
H -9.9260 2.1248 -7.1913
H -11.5889 2.2925 -6.5525
H -11.0268 0.7260 -6.9543
H -11.0662 0.8556 -4.5441
H -8.5461 0.3998 -4.0284
H -8.1734 0.7685 -5.6859
H -7.2711 -1.4714 -4.5243
H -7.2895 -1.1512 -6.2589
H -7.9337 -2.7037 -5.4484
H -9.6774 2.5055 -3.5193
H -10.6963 3.2222 -4.4233
C 0.4153 -4.3125 5.4823
C 0.9704 -5.1630 6.5309
C 2.4817 -5.0598 6.4163
O 3.1764 -5.7340 7.5231
C 2.8227 -7.0755 7.6935
N 0.6286 -4.7103 7.8249
H 0.7756 -4.4328 4.4607
H 0.5610 -3.2505 5.6795
H -0.6670 -4.4320 5.4326
H 0.6447 -6.1766 6.2974
H 2.8270 -4.0344 6.5487
H 2.7174 -5.4752 5.4365
H 1.8243 -7.1234 8.1282
H 3.5147 -7.3359 8.4944
H 2.8502 -7.6814 6.7879
H -0.3133 -5.0079 8.0356
H 1.1890 -5.1052 8.5666
```

Atomic partial charges in e from the Löwdin method, atoms 1 to 99: number 1, O, carries -0.056; number 2, H, carries 0.027; number 3, H, carries 0.024; number 4, O, carries -0.054; number 5, H, carries 0.029; number 6, H, carries 0.029; number 7, O, carries -0.052; number 8, H, carries 0.025; number 9, H, carries 0.025; number 10, O, carries -0.055; number 11, H, carries 0.025; number 12, H, carries 0.027; number 13, O, carries -0.057; number 14, H, carries 0.027; number 15, H, carries 0.025; number 16, O, carries -0.054; number 17, H, carries 0.027; number 18, H, carries 0.024; number 19, C, carries -0.076; number 20, C, carries -0.441; number 21, C, carries -0.176; number 22, O, carries -0.223; number 23, C, carries -0.082; number 24, N, carries 0.022; number 25, H, carries 0.082; number 26, H, carries 0.090; number 27, H, carries 0.074; number 28, H, carries 0.134; number 29, H, carries 0.109; number 30, H, carries 0.117; number 31, H, carries 0.083; number 32, H, carries 0.076; number 33, H, carries 0.081; number 34, H, carries 0.063; number 35, H, carries 0.065; number 36, C, carries -0.054; number 37, C, carries -0.480; number 38, C, carries -0.222; number 39, O, carries -0.208; number 40, C, carries -0.066; number 41, N, carries 0.030; number 42, H, carries 0.087; number 43, H, carries 0.080; number 44, H, carries 0.077; number 45, H, carries 0.137; number 46, H, carries 0.126; number 47, H, carries 0.125; number 48, H, carries 0.076; number 49, H, carries 0.082; number 50, H, carries 0.075; number 51, H, carries 0.071; number 52, H, carries 0.062; number 53, C, carries -0.072; number 54, C, carries -0.415; number 55, C, carries -0.216; number 56, O, carries -0.209; number 57, C, carries -0.074; number 58, N, carries 0.034; number 59, H, carries 0.074; number 60, H, carries 0.077; number 61, H, carries 0.074; number 62, H, carries 0.135; number 63, H, carries 0.116; number 64, H, carries 0.120; number 65, H, carries 0.076; number 66, H, carries 0.082; number 67, H, carries 0.079; number 68, H, carries 0.058; number 69, H, carries 0.059; number 70, C, carries -0.062; number 71, C, carries -0.412; number 72, C, carries -0.196; number 73, O, carries -0.194; number 74, C, carries -0.109; number 75, N, carries 0.025; number 76, H, carries 0.072; number 77, H, carries 0.069; number 78, H, carries 0.073; number 79, H, carries 0.126; number 80, H, carries 0.113; number 81, H, carries 0.115; number 82, H, carries 0.085; number 83, H, carries 0.083; number 84, H, carries 0.085; number 85, H, carries 0.065; number 86, H, carries 0.066; number 87, C, carries -0.065; number 88, C, carries -0.365; number 89, C, carries -0.161; number 90, O, carries -0.219; number 91, C, carries -0.092; number 92, N, carries -0.009; number 93, H, carries 0.064; number 94, H, carries 0.069; number 95, H, carries 0.065; number 96, H, carries 0.129; number 97, H, carries 0.114; number 98, H, carries 0.106; number 99, H, carries 0.086